One molecule with the formula C4H5OP, computed with wB97M-V/def2-TZVPD.

Positions of all 11 atoms, in Å:
C -0.840 0.670 -0.787
H -1.285 0.504 -1.818
P -1.569 -0.662 0.311
O 0.380 -2.071 1.620
H 1.328 1.322 -1.029
C 0.653 0.633 -0.626
H 2.323 -0.501 0.337
H -1.107 1.548 -0.365
C 1.220 -0.335 0.092
H -1.342 0.156 1.555
C 0.239 -1.265 0.710

## Properties
HOMO energy	-9.090	eV
structure (SMILES)	O=C1C=CCP1
electronic energy	-571.95068	hartree
ΔE to the lowest compared entry with this formula, charge and spin	42.9	kJ/mol
lowest unoccupied orbital energy	0.008	hartree
Kohn-Sham gap	0.342	Ha